[1]
# C23H34B3Cl42IO4

A structure of composition C23H34B3Cl42IO4 in a non-equilibrium geometry (ωB97M-V with the def2-TZVPD basis set, OMol25).

Summary:
E_LUMO   -0.001 Ha
2S+1   1
HOMO energy   -9.83 eV
Kohn-Sham gap   9.81 eV

XYZ file:
```
107
Properties=species:S:1:pos:R:3:forces:R:3:mulliken_charge:R:1
C -3.89167 -1.81812 5.12961 0.5 0.2 -0.8 -1.0360
C -3.02550 -1.96424 3.86853 0.0 0.6 0.6 -0.2149
C -1.74687 -1.11921 3.94490 -0.3 -1.0 0.3 -0.3833
I -2.17237 0.97165 3.69013 0.2 0.0 -0.1 0.0779
B -0.61995 -1.50267 2.93516 0.0 -0.2 0.0 -0.0834
O 0.71662 -1.43761 3.34038 -0.3 1.0 0.2 -0.1929
B 1.31457 -0.41111 2.60366 0.1 -0.3 -0.1 0.7229
O 1.06441 -0.40378 1.25377 -0.1 -0.4 0.4 -0.5905
B 0.21116 -1.41853 0.81567 0.3 -0.1 -0.8 0.3584
O 0.44898 -1.97942 -0.40265 -0.4 0.5 -0.1 0.0297
C -0.63586 -1.87208 -1.34572 -0.2 -0.5 -0.1 -1.0986
C -0.65162 -0.55640 -2.15427 0.0 0.1 -0.1 0.6283
C 0.63498 0.26193 -2.03522 0.2 -0.1 0.5 -1.6757
C -1.91341 0.26095 -1.83788 -0.5 -0.1 -0.5 1.3945
C -3.18398 -0.56466 -2.20067 0.6 -0.2 0.5 -1.5333
C -1.95504 1.57283 -2.63199 -0.2 -0.4 0.1 -1.6980
O -0.84950 -1.82649 1.61415 0.3 0.5 0.2 -0.4676
H -4.36637 -0.83973 5.11891 -0.2 0.0 0.2 0.3303
H -3.25342 -1.88140 6.00836 -0.1 -0.2 0.2 0.3412
H -4.62817 -2.61275 5.13236 -0.2 0.1 0.2 0.0753
H -3.58377 -1.63719 2.99439 -0.1 -0.4 -0.2 0.2749
H -2.74534 -3.01484 3.78723 0.1 -0.1 -0.3 0.3468
H -1.33787 -1.19243 4.95044 0.0 0.2 0.1 0.3781
H 1.94980 0.43387 3.13472 0.2 -0.1 -0.1 -0.1338
H -0.55920 -2.71698 -2.02697 0.2 0.0 0.1 0.3283
H -1.57377 -2.01492 -0.80777 -0.1 0.1 0.1 0.4365
H -0.75146 -0.85028 -3.20296 0.0 -0.1 -0.1 0.3080
H 0.87057 0.79941 -2.94832 -0.1 0.1 -0.1 0.5451
H 0.55022 0.97771 -1.21584 0.0 0.2 0.0 0.3137
H 1.49361 -0.35350 -1.78016 0.0 -0.1 -0.2 0.0683
H -1.96657 0.46295 -0.76416 0.3 0.2 0.1 -0.0678
H -2.88799 -1.40559 -2.82721 -0.2 0.0 -0.3 0.3085
H -3.64686 -1.00199 -1.31737 -0.1 0.1 0.0 0.3367
H -3.91894 0.03641 -2.72460 -0.1 0.0 0.0 0.4572
H -2.66451 2.25690 -2.16989 0.0 0.1 0.0 0.4734
H -0.98595 2.05109 -2.72885 0.0 0.2 0.1 0.2771
H -2.33754 1.35638 -3.62981 0.1 0.0 -0.2 0.3615
C -1.60372 5.15436 -0.48866 -0.1 -0.1 0.1 0.1903
Cl -3.18122 5.92709 -0.32586 0.0 -0.1 0.0 -0.1022
Cl -1.59707 3.56485 0.27257 0.0 0.0 0.1 -0.0874
Cl -1.14319 5.04646 -2.19023 0.1 0.0 0.0 -0.1421
H -0.87418 5.77243 0.01939 -0.1 -0.2 0.0 0.1053
C 1.72552 -4.29173 6.54544 -0.1 -0.1 0.1 0.2833
Cl 3.04942 -5.42429 6.27797 0.0 0.1 0.0 -0.1291
Cl 0.16347 -5.10569 6.41224 0.0 0.0 -0.1 -0.1030
Cl 1.86175 -3.51334 8.12245 0.1 0.1 0.0 -0.0713
H 1.77601 -3.52306 5.78712 0.0 0.0 -0.1 0.0273
C 0.67251 -3.81110 11.79084 0.0 0.0 0.0 0.1847
Cl 2.26186 -3.06412 11.62954 0.0 0.0 0.0 -0.1338
Cl 0.68325 -5.06280 13.03308 0.0 0.0 0.0 -0.1218
Cl -0.56590 -2.60258 12.12634 0.1 0.1 0.0 -0.1102
H 0.43057 -4.27801 10.84495 0.0 0.0 0.0 0.1709
C -5.94601 -5.70657 5.61084 0.0 0.1 0.1 -0.0318
Cl -4.18884 -5.83646 5.48370 0.0 0.0 -0.1 -0.0817
Cl -6.39266 -4.31066 6.59205 -0.1 -0.1 0.1 -0.1133
Cl -6.70432 -5.62311 4.02330 0.1 0.0 0.0 -0.1224
H -6.29671 -6.59914 6.11000 -0.1 0.0 0.0 0.3453
C -3.64696 6.31400 -4.54720 0.0 0.0 0.0 0.7126
Cl -5.28132 6.58063 -3.93966 0.0 0.0 0.0 -0.1291
Cl -3.67108 5.33442 -6.01435 0.0 0.0 0.0 -0.1343
Cl -2.82078 7.84713 -4.82655 0.0 0.0 0.0 -0.1271
H -3.09362 5.77343 -3.79279 0.0 0.0 0.0 -0.3254
C 2.47196 -3.53171 -2.25033 0.0 0.0 0.1 0.4083
Cl 3.36164 -5.01366 -2.60585 0.0 0.0 0.0 -0.1509
Cl 3.54827 -2.26833 -1.67039 0.1 0.0 0.0 -0.1455
Cl 1.57371 -2.98041 -3.66874 0.1 0.0 -0.1 -0.0681
H 1.75679 -3.74194 -1.46578 0.0 0.0 0.0 -0.0017
C -0.58244 9.04932 1.90765 0.0 -0.1 0.1 -0.0405
Cl -0.81535 7.99949 3.30513 0.1 0.2 -0.1 -0.0648
Cl 0.87770 10.01771 2.08100 0.0 0.0 0.0 -0.1185
Cl -0.52546 8.08690 0.42518 0.1 0.4 0.0 -0.0983
H -1.42851 9.71924 1.83898 0.0 0.0 0.0 0.3099
C 1.20495 -2.97567 -7.47755 0.0 0.0 0.0 0.0916
Cl -0.25363 -2.57366 -6.56877 0.0 0.0 0.0 -0.1287
Cl 0.84458 -4.12309 -8.76672 0.0 0.0 0.0 -0.1181
Cl 1.95992 -1.52139 -8.12938 -0.2 0.1 0.1 -0.1010
H 1.90492 -3.44156 -6.79579 0.0 0.0 0.0 0.2468
C -0.03763 6.03276 7.28906 0.0 0.1 -0.1 0.0089
Cl 1.63324 5.75931 6.79017 0.0 0.0 0.0 -0.0902
Cl -0.15382 7.43562 8.34743 0.0 0.0 0.0 -0.1203
Cl -1.07663 6.22062 5.87638 -0.1 -0.2 0.2 -0.0863
H -0.37152 5.16426 7.83963 0.0 0.0 0.0 0.3075
C 3.25329 0.32129 -12.01427 0.0 -0.1 0.1 -0.0065
Cl 4.14035 0.51284 -10.50393 -0.1 0.1 0.0 -0.0983
Cl 4.37250 0.05522 -13.35717 0.0 0.0 0.0 -0.1416
Cl 2.09468 -1.00006 -11.90242 0.0 0.0 0.0 -0.0959
H 2.70882 1.23516 -12.20690 0.0 0.0 0.0 0.3135
C 4.92803 4.84053 5.14527 0.1 0.0 -0.1 0.2606
Cl 5.86522 3.38399 4.81290 0.0 0.0 0.0 -0.1277
Cl 5.82994 5.94208 6.18718 0.0 0.0 0.0 -0.1221
Cl 4.46002 5.64051 3.64492 0.0 0.0 0.0 -0.1109
H 4.02671 4.54651 5.66535 0.0 0.0 0.0 0.0969
C -4.46239 -3.97781 11.55006 0.0 -0.1 0.0 0.0036
Cl -3.89463 -3.79608 9.88795 0.0 0.0 0.0 -0.0604
Cl -6.05921 -4.72645 11.58723 0.0 0.0 0.0 -0.1327
Cl -3.30833 -4.90265 12.50789 0.0 -0.1 0.0 -0.0951
H -4.54506 -2.99129 11.98489 0.0 0.0 0.0 0.2906
C 5.99507 -3.38286 -10.13277 -0.1 0.0 0.0 -0.0779
Cl 4.52801 -2.92761 -9.26405 0.2 -0.1 -0.1 0.0017
Cl 5.63835 -4.57036 -11.38823 0.0 0.0 0.0 -0.1301
Cl 6.77635 -1.95996 -10.82309 0.0 0.0 0.0 -0.1000
H 6.67995 -3.83392 -9.42808 0.0 0.0 0.0 0.3173
C 6.33393 0.91637 -16.40133 0.1 0.0 0.0 0.5441
Cl 7.23368 -0.58624 -16.60683 0.0 0.0 0.0 -0.1209
Cl 7.38291 2.20273 -15.80613 0.0 0.0 0.0 -0.1196
Cl 5.54526 1.39079 -17.90563 0.0 0.0 0.0 -0.1253
H 5.56567 0.74518 -15.66072 0.0 0.0 0.0 -0.1538
```
Positions in Å, forces in eV/Å.


[2]
# C4H7N3

The molecule C4H7N3 in a non-equilibrium geometry (ωB97M-V with the def2-TZVPD basis set, OMol25).

Summary:
E_LUMO   0.023 Ha
2S+1   1
SMILES   [H]/N=C\N=C(\N)C=C
HOMO energy   -9.06 eV
Kohn-Sham gap   9.69 eV

XYZ file:
```
14
Properties=species:S:1:pos:R:3:forces:R:3:nbo_charge:R:1
H 2.05622 -1.81088 0.45310 -0.4 -0.3 0.1 0.3318
N 1.54200 -1.63840 1.32569 -0.4 1.1 0.8 -0.6535
C 1.08947 -0.43487 1.22384 2.0 -2.2 0.4 0.2382
N 1.33599 0.21847 0.03157 -1.4 0.8 -0.8 -0.5393
C 0.26311 0.58393 -0.59282 0.9 0.8 2.3 0.4188
N 0.43259 1.40335 -1.67471 -0.5 -0.4 -0.8 -0.7860
C -1.11323 0.46320 0.01539 -0.6 -0.7 -1.6 -0.2928
C -1.70589 -0.66993 0.43008 0.5 0.7 0.2 -0.3215
H 0.68346 0.10607 2.09458 -0.2 -0.4 -0.5 0.1773
H 1.37526 1.34198 -2.04603 -0.2 0.1 0.0 0.4008
H -0.29283 1.36320 -2.37947 0.1 0.1 0.1 0.3824
H -1.73667 1.33665 -0.16356 0.0 0.0 0.0 0.2157
H -2.77562 -0.68942 0.61623 0.2 0.2 0.2 0.2060
H -1.15387 -1.57334 0.66610 0.0 0.0 -0.4 0.2222
```
Positions in Å, forces in eV/Å.


[3]
# C9H6Cl3N3O

The molecule C9H6Cl3N3O in a non-equilibrium geometry (ωB97M-V with the def2-TZVPD basis set, OMol25).

Summary:
E_LUMO   -0.007 Ha
2S+1   1
SMILES   Nc1cc(=O)[nH]n1-c1c(Cl)cc(Cl)cc1Cl
HOMO energy   -8.45 eV
Kohn-Sham gap   8.25 eV

XYZ file:
```
22
Properties=species:S:1:pos:R:3:forces:R:3:nbo_charge:R:1
N -0.55002 0.72530 2.36750 -2.0 -1.1 -0.5 -0.8266
C -0.78880 -0.44907 1.60986 -0.1 1.1 1.4 0.4002
C -1.67258 -1.33320 2.04501 -1.9 0.2 0.9 -0.4394
C -1.77338 -2.39596 1.12264 -0.2 -4.1 1.7 0.5873
O -2.17890 -3.57697 1.33035 0.0 2.4 -1.0 -0.6588
N -1.00435 -2.06684 0.06409 1.3 1.0 -2.0 -0.4329
N -0.19877 -0.88443 0.40491 -1.5 -1.4 1.5 -0.2819
C 0.33097 -0.00369 -0.52077 2.6 -0.3 0.8 0.0776
C -0.37466 0.88513 -1.25320 -1.0 1.7 -3.0 0.0029
Cl -2.10880 0.57834 -1.30362 0.6 0.8 0.0 0.0355
C 0.24236 1.83770 -2.15244 -4.0 -1.1 -0.3 -0.2480
C 1.60526 1.85264 -2.23417 -0.2 1.6 -0.2 -0.0192
Cl 2.37613 3.10127 -3.19168 -0.2 -0.4 -0.1 0.0155
C 2.39605 1.07927 -1.45072 -1.5 -2.9 2.1 -0.2439
C 1.73691 0.07406 -0.56877 1.6 2.5 -2.5 -0.0174
Cl 2.74979 -0.97165 0.33000 -0.1 0.0 0.1 0.0720
H 0.36158 1.03699 2.25764 1.7 1.2 0.5 0.3855
H -1.09758 0.86410 3.28852 1.7 -0.6 -2.5 0.4251
H -2.29353 -1.17577 2.92476 0.4 -0.4 -0.2 0.2276
H -0.70655 -2.79163 -0.62438 0.2 1.2 1.1 0.4267
H -0.49551 2.37877 -2.88259 1.8 -0.8 1.6 0.2635
H 3.44437 1.23565 -1.56296 0.6 -0.5 0.5 0.2488
```
Positions in Å, forces in eV/Å.


[4]
# C45H56N8O4RbSb2

A structure of composition C45H56N8O4RbSb2 in a non-equilibrium geometry (ωB97M-V with the def2-TZVPD basis set, OMol25).

Summary:
Net charge   -1
E_LUMO (alpha / beta)   0.065 / 0.065 Ha
2S+1   1
HOMO energy (alpha / beta)   -3.82 / -3.82 eV
Kohn-Sham gap (alpha / beta)   5.60 / 5.59 eV

XYZ file:
```
116
Properties=species:S:1:pos:R:3:forces:R:3:mulliken_charge:R:1
Rb 15.77912 13.11295 14.58116 -0.2 0.0 0.2 0.4759
C 12.51453 13.73696 17.63791 -1.1 0.7 -0.9 -1.3214
C 13.83883 13.61866 18.26302 1.2 0.3 0.5 0.7557
C 14.02120 13.06582 19.55874 0.9 0.0 -1.8 -0.9168
C 15.30741 12.80902 19.96572 1.7 0.0 0.4 -0.3834
C 16.42580 13.39686 19.28163 -1.2 -0.2 -0.3 -0.6702
C 16.11195 14.10599 18.12062 -0.3 0.4 -0.5 0.1502
N 14.86768 14.10965 17.54865 0.7 0.1 1.3 0.0695
Sb 17.53473 15.73511 17.50416 0.0 -0.5 -1.0 0.6484
C 16.82477 16.69621 15.56158 0.8 -2.0 2.1 -0.0190
C 17.45744 17.87804 15.27271 -0.4 1.4 -1.6 -0.6478
C 16.88399 18.68837 14.25550 -0.9 -1.9 0.8 -0.7304
C 15.63264 18.22446 13.78395 0.7 0.8 0.5 -0.6878
C 15.10318 16.98147 14.14067 0.1 -1.1 -0.1 0.4294
C 13.73777 16.52266 13.62109 0.7 0.7 -0.2 -0.9643
N 15.79967 16.12303 14.95775 -1.3 2.0 -0.7 0.4516
C 19.13488 14.61490 16.48365 -0.8 0.2 -0.3 0.1030
C 20.40929 14.66882 17.02422 0.1 -0.1 0.5 -0.7162
C 21.41372 13.95401 16.38497 -0.1 -0.8 0.3 -0.4675
C 21.08646 13.34466 15.20788 0.2 -1.0 -1.7 -0.4877
C 19.79220 13.37716 14.63930 0.1 1.0 1.0 0.5612
C 19.49725 12.81693 13.27669 -0.1 0.4 0.2 -1.1085
N 18.80930 13.98774 15.32149 0.6 0.1 0.4 0.2056
H 11.93456 12.84256 17.65778 -0.3 -1.0 0.3 0.4042
H 12.61079 13.94556 16.55826 0.0 0.3 0.5 0.1304
H 11.85230 14.47380 18.13691 0.6 0.0 -0.3 0.4327
H 13.17622 12.69844 20.07634 -0.7 -0.3 0.6 0.4723
H 15.50984 12.15467 20.83578 -0.2 0.6 -0.5 0.3358
H 17.47660 13.30332 19.60066 -0.8 0.0 0.1 0.4133
H 18.36860 18.16004 15.77563 0.1 0.1 0.2 0.3876
H 17.32634 19.60435 13.88449 0.0 0.0 0.2 0.4137
H 15.03226 18.91384 13.21251 -0.1 -0.1 -0.4 0.4306
H 12.96178 16.82729 14.33314 0.1 -0.2 0.0 0.2846
H 13.67493 15.42925 13.49886 0.0 0.4 0.0 0.0366
H 13.52310 17.08299 12.68666 0.1 -0.6 0.4 0.3893
H 20.59814 15.18251 17.97048 -0.2 -0.1 -0.3 0.3659
H 22.37118 13.64863 16.81963 -0.2 0.9 0.0 0.3395
H 21.85284 12.76817 14.67017 -0.3 0.2 0.3 0.2824
H 20.33621 12.20668 12.98598 0.2 -0.3 -0.4 0.3789
H 19.37990 13.63790 12.54317 0.0 -0.4 0.4 0.2341
H 18.59591 12.20273 13.26093 0.0 0.1 0.0 0.1622
C 6.32090 16.06229 14.39259 -1.2 0.3 0.2 -1.3576
C 7.78061 16.28174 14.59325 1.1 0.5 0.0 0.9385
C 8.30819 17.42521 15.26132 -0.7 0.0 0.4 -0.4338
C 9.67943 17.55026 15.45461 -0.7 -0.1 -0.3 -0.4154
N 10.53496 16.59708 15.08881 0.3 0.1 -0.1 -0.2233
C 10.07957 15.53531 14.42702 -1.2 0.2 -0.5 -0.4814
C 8.70392 15.36282 14.07778 0.8 0.4 0.5 -0.7894
H 5.92699 16.49403 13.46799 0.3 0.5 0.0 0.2747
H 5.71470 16.50057 15.23255 0.5 -0.6 -0.7 0.3206
H 6.07553 15.00729 14.23378 0.2 0.0 0.6 0.3655
H 7.65625 18.21296 15.72098 0.4 -0.9 -0.7 0.2849
H 10.08414 18.47564 15.89210 -0.1 -0.6 0.0 0.3446
H 10.82920 14.81783 14.11602 0.0 -0.2 -0.1 0.6706
H 8.37447 14.54110 13.41475 0.4 0.4 0.7 0.3965
N 16.05873 11.06702 12.60607 -0.1 -0.7 0.3 -0.3233
C 15.56860 10.01290 12.77735 -0.6 -0.2 0.1 0.2773
N 14.82968 8.93242 12.91632 0.5 0.9 -0.2 -0.4113
C 15.35274 7.77897 13.27301 0.3 -0.3 0.3 0.5061
N 15.72103 6.72769 13.61609 -0.2 0.3 -0.2 -0.7564
O 11.14854 12.33349 13.02318 2.0 0.6 1.9 -0.7876
C 12.05800 12.24568 13.92287 -0.8 0.3 -0.5 -0.0397
O 13.03794 13.00132 14.25273 -1.5 0.0 -1.1 0.2693
C 12.03643 10.95230 14.71438 -0.8 -1.1 -1.3 0.0382
C 11.37585 9.84596 14.12230 0.8 0.0 0.7 -0.7350
C 11.65592 8.54645 14.56944 0.1 1.2 0.6 -0.7530
C 12.56626 8.33669 15.60452 -0.2 1.6 -0.4 -0.5600
C 13.20682 9.45448 16.16609 -1.6 -0.7 -1.4 -0.6195
C 12.88509 10.74776 15.76518 1.6 1.4 1.9 0.8927
N 14.34278 9.19997 16.97180 1.8 1.0 1.5 1.0329
O 15.01422 10.21895 17.30624 -0.8 -2.2 -0.2 -0.5795
O 14.62198 8.03799 17.26800 0.0 1.6 0.0 -0.6277
H 10.70113 10.04882 13.28956 0.3 -0.1 0.2 0.4090
H 11.18600 7.72539 14.09266 -0.3 -0.7 -0.3 0.4504
H 12.82379 7.38772 15.98240 0.3 -1.0 0.0 0.5227
H 13.36579 11.63758 16.33023 -0.7 -1.7 -1.5 0.3625
C 16.38847 10.76231 7.24462 0.6 -0.4 -1.6 -1.5501
C 15.85739 10.97767 8.61191 0.5 1.5 1.9 1.2873
C 16.99605 11.53346 9.51562 -0.3 -0.5 0.7 -1.0894
C 15.20674 9.73896 9.18898 -0.9 -1.1 -0.5 -1.4014
Sb 14.34065 12.70219 8.38671 -1.0 -1.5 -2.4 0.5224
C 15.19972 14.87429 8.00739 -1.4 -1.6 1.3 0.9413
C 15.68120 15.38814 9.33150 0.4 0.8 1.4 -1.1615
C 13.90683 15.42155 7.40484 -0.7 0.2 -0.9 -1.2026
C 16.27943 14.70624 7.00654 1.3 -0.8 -0.8 -1.6111
C 12.27555 12.33495 9.60942 2.0 0.5 -0.7 1.1758
C 11.24427 12.46954 8.52938 -1.1 1.3 -0.5 -1.5574
C 12.39422 10.95899 10.20093 0.3 0.2 0.5 -1.4221
C 12.34493 13.45996 10.58784 -0.2 -0.1 0.8 -1.1606
H 17.18765 9.96497 7.24967 -0.6 0.6 0.2 0.4599
H 16.87430 11.69756 6.84069 -0.7 -1.0 0.1 0.2541
H 15.58071 10.38507 6.56648 0.7 0.6 0.3 0.3379
H 17.72087 10.71870 9.80993 -0.3 0.8 -0.6 0.3773
H 16.61623 11.89282 10.48898 0.0 -0.2 -0.5 0.0427
H 17.46404 12.39972 9.01323 0.2 -0.5 0.2 0.2185
H 15.77826 8.78471 8.93750 -0.1 1.2 0.7 0.4486
H 14.22172 9.52076 8.69835 0.7 0.4 0.3 0.2754
H 14.98341 9.84600 10.26597 0.5 -0.4 -0.6 -0.0435
H 14.92559 15.35825 10.15603 0.4 0.0 -0.8 0.1826
H 16.05456 16.43124 9.28741 -0.2 -0.1 -0.1 0.4372
H 16.54675 14.80483 9.71287 -0.5 0.1 -0.4 0.2282
H 12.97448 15.18921 7.99437 1.0 0.3 -0.5 0.2544
H 13.78221 14.95422 6.39611 -0.1 0.0 0.9 0.3285
H 13.88544 16.49994 7.13643 0.4 -0.2 0.6 0.3776
H 17.11891 14.11105 7.40339 -0.2 0.2 0.2 0.2911
H 16.74649 15.64991 6.67620 -0.4 0.0 0.0 0.4214
H 15.96480 14.11256 6.12688 -0.1 0.5 0.2 0.3474
H 11.27646 11.66254 7.80386 0.4 0.1 -0.3 0.3812
H 11.19258 13.49175 8.00672 0.5 -1.5 0.6 0.2296
H 10.23145 12.37596 8.94992 0.1 0.0 0.4 0.4638
H 12.29288 10.19516 9.43920 0.3 -0.2 -0.1 0.4735
H 11.61389 10.77670 10.92759 -0.6 0.1 0.3 0.3034
H 13.33361 10.86821 10.77442 -0.5 -0.1 -0.4 0.1082
H 12.48497 14.38353 10.03990 0.1 0.5 0.2 0.3532
H 13.17853 13.25128 11.27555 -0.2 0.4 -0.1 0.1139
H 11.45178 13.51187 11.21619 0.0 0.1 -0.1 0.4763
```
Positions in Å, forces in eV/Å.


For reference, relative energy (zero: lowest compared OMol25 entry of this formula, charge and spin) by record: 0.000, 1.351, 0.695, 2.310 eV.